# C32H28ClF3N5NaO2S3

C32H28ClF3N5NaO2S3 as an isolated structure (the ωB97M-V functional and the def2-TZVPD basis, the OMol25 dataset).

XYZ file:
```
75
Properties=species:S:1:pos:R:3:forces:R:3:lowdin_charge:R:1
Na 0.0984 0.3805 0.1137 0.0 0.8 -0.5 0.16
Cl -1.2925 -5.1709 5.1933 0.0 0.1 0.0 0.56
C -0.8549 -3.7624 4.2295 0.0 0.0 0.0 -0.69
C -0.3649 -2.6143 4.8603 0.0 0.0 0.1 -0.13
C -0.0069 -1.5171 4.1222 0.0 0.0 -0.1 -0.02
C -0.1188 -1.4796 2.6879 0.1 -0.2 -0.1 -0.38
O 0.2751 -0.4919 2.0168 -0.1 0.0 0.7 -0.13
C -0.6577 -2.6734 2.0831 -0.1 0.0 -0.2 -0.12
C -0.8647 -2.8064 0.6497 0.1 0.1 0.2 -0.09
N -0.8902 -1.8503 -0.1973 -0.1 -0.2 -0.3 0.11
C -1.1628 -2.1707 -1.5432 0.2 0.2 0.3 -0.19
C -2.0861 -3.1076 -1.9277 -0.1 -0.1 -0.2 -0.03
C -2.3773 -3.3281 -3.2935 0.0 0.0 0.2 -0.10
C -1.7714 -2.5824 -4.2587 0.1 0.1 0.0 -0.06
C -0.8384 -1.5773 -3.8951 -0.1 -0.1 -0.3 -0.16
C -0.2337 -0.7203 -4.8501 0.0 0.0 0.0 -0.02
C 0.6024 0.2621 -4.4292 0.0 0.0 0.1 -0.03
C 0.8857 0.3662 -3.0454 0.1 0.2 -0.1 -0.18
N 0.3907 -0.4342 -2.1428 -0.4 -0.3 -0.2 0.11
C -0.5114 -1.3810 -2.5445 0.3 0.1 0.2 -0.14
C -0.9858 -3.7860 2.8638 0.0 -0.1 0.0 -0.10
H -0.2600 -2.6050 5.9393 0.0 0.0 0.0 0.09
H 0.3937 -0.6339 4.6051 0.0 0.0 0.0 0.10
H -1.0033 -3.8397 0.3041 0.0 0.0 0.0 0.12
H -2.6273 -3.6578 -1.1687 0.0 0.0 0.0 0.10
H -3.1098 -4.0794 -3.5643 0.0 0.0 0.0 0.09
H -2.0086 -2.7219 -5.3071 0.0 0.0 0.0 0.10
H -0.4787 -0.8425 -5.8996 0.0 0.0 0.0 0.11
H 1.0377 0.9832 -5.1068 0.0 0.0 0.0 0.11
H 1.5406 1.1523 -2.6779 0.0 0.0 0.0 0.04
H -1.3563 -4.6813 2.3748 0.0 0.0 0.0 0.10
S -0.7426 2.9250 -1.8081 0.1 -0.1 0.1 0.46
C 0.8152 3.5754 -1.5376 0.2 -0.2 0.1 -1.21
S 2.0407 2.7072 -0.6298 -0.2 -0.1 -0.1 0.48
C 1.1668 4.8343 -2.0653 0.1 0.1 0.0 -0.45
C 2.4547 5.4160 -1.8739 -0.2 -0.1 -0.1 -0.33
N 3.4760 5.9481 -1.7632 0.0 0.0 0.0 0.08
C 0.2652 5.6171 -2.8425 0.1 -0.1 0.0 -0.32
N -0.4102 6.2912 -3.4963 0.0 0.0 0.0 0.08
C 3.2966 0.0082 2.9432 0.0 0.0 0.1 -0.10
C 4.3415 -0.5082 1.9643 0.1 0.0 0.0 -0.29
C 3.8849 -1.7372 1.1836 0.2 -0.1 0.0 -0.35
S 2.6483 -1.3906 -0.0771 -0.5 -0.4 -0.3 0.92
O 2.2826 -2.7429 -0.6430 0.2 0.4 0.2 -0.53
C 3.7199 -0.5549 -1.3000 0.2 -0.1 0.0 -0.33
C 3.8642 -1.3621 -2.5843 0.0 0.1 0.0 -0.30
C 4.8500 -2.5158 -2.4662 0.1 0.0 0.0 -0.12
H 3.6642 0.8909 3.4693 0.0 0.0 0.0 0.07
H 3.0567 -0.7543 3.6892 0.0 0.0 0.0 0.08
H 2.3590 0.2647 2.4503 0.0 0.0 0.0 0.05
H 5.2556 -0.7800 2.5020 0.0 0.0 0.0 0.10
H 4.6319 0.2873 1.2725 0.0 0.0 0.0 0.10
H 3.3976 -2.4622 1.8398 0.0 0.0 0.0 0.09
H 4.7059 -2.2399 0.6648 0.0 0.0 0.1 0.08
H 4.6980 -0.3816 -0.8461 0.0 0.0 0.0 0.08
H 3.2599 0.4192 -1.4713 0.0 0.0 0.0 0.01
H 4.1885 -0.6663 -3.3644 0.0 0.0 0.0 0.11
H 2.8882 -1.7441 -2.8863 0.0 0.0 0.0 0.09
H 5.8379 -2.1553 -2.1623 0.0 0.0 0.0 0.07
H 4.9674 -3.0343 -3.4205 0.0 0.0 0.0 0.06
H 4.5031 -3.2410 -1.7313 0.0 0.0 0.0 0.06
F 1.4642 3.6347 6.5925 0.0 -0.1 0.0 0.13
C 0.7334 2.5251 6.3548 0.0 -0.1 -0.1 -0.57
F 1.5438 1.4723 6.6101 -0.1 0.1 0.0 0.13
F -0.2419 2.4935 7.2879 0.1 0.0 0.0 0.12
C 0.1942 2.4840 4.9525 0.1 0.0 0.1 -0.14
C 0.9988 2.8789 3.8989 0.1 0.0 -0.1 0.01
C 0.4983 2.7713 2.6074 -0.1 0.0 0.0 -0.11
N -0.7207 2.3034 2.3473 -0.1 0.0 -0.1 0.11
C -1.4850 1.9419 3.3682 0.1 -0.1 0.1 -0.13
C -1.0795 2.0081 4.6941 -0.1 0.0 0.0 -0.01
H 1.9995 3.2576 4.0578 0.0 0.0 0.0 0.12
H 1.0923 3.0517 1.7413 0.0 0.0 0.0 0.03
H -2.4678 1.5553 3.1230 0.0 0.0 0.0 0.11
H -1.7370 1.6828 5.4880 0.0 0.0 0.0 0.11
```
Forces are in eV/Å.

Calculated values
energy above the lowest of the compared OMol25 structures with the same formula, charge and spin: 0.00 kcal/mol
LUMO level: 3.7 eV
charge: -2
E_HOMO: -1.58 eV
calculated total energy: -102785.33744 eV
HOMO-LUMO gap: 5.24 eV